Entry 1:
A cluster of 2 separate species, C3H3Cl2NS in total in a non-equilibrium geometry, computed with ωB97M-V/def2-TZVPD.

gap between HOMO and LUMO (spin up / spin down) = 7.865 / 6.207 eV
highest occupied orbital energy (spin up / spin down) = -9.16 / -8.68 eV
energy above the lowest of the compared OMol25 structures with the same formula, charge and spin = 5.498 eV

The geometry in ORCA input format:
```
! wB97M-V def2-TZVPD RIJCOSX def2/J DEFGRID3
* xyz 0 1
Cl 2.84 1.33 0.33
Cl 0.48 -2.63 -0.64
S -1.27 1.11 -1.11
N 0.16 -1.69 0.76
C 1.27 0.96 -0.18
C -1.00 -1.20 0.91
C 0.34 1.49 -0.92
H -1.84 -1.38 0.24
H 0.27 2.54 -1.27
H -1.25 -0.52 1.86
*
```

***

Entry 2:
A cluster of 2 separate species, C5H6O in total, computed with ωB97M-V/def2-TZVPD.

gap between HOMO and LUMO = 9.119 eV
highest occupied orbital energy = -8.69 eV
energy above the lowest of the compared OMol25 structures with the same formula, charge and spin = 4.985 eV

The geometry in ORCA input format:
```
! wB97M-V def2-TZVPD RIJCOSX def2/J DEFGRID3
* xyz 0 1
O -2.48 0.23 -0.52
C -1.58 0.94 -0.87
C 0.30 -1.34 0.50
C 1.54 0.32 -0.13
C 1.78 -0.98 0.19
C 0.48 0.09 0.77
H -0.93 0.70 -1.74
H -1.35 1.91 -0.37
H -0.25 -1.59 -0.41
H 0.36 0.55 1.75
H 0.07 -2.02 1.32
H 2.08 1.18 -0.51
*
```

***

Entry 3:
A structure of composition C35H32FGaN3O2STe, computed with ωB97M-V/def2-TZVPD.

gap between HOMO and LUMO = 5.752 eV
highest occupied orbital energy = -3.50 eV
energy above the lowest of the compared OMol25 structures with the same formula, charge and spin = 2.202 eV

The geometry in ORCA input format:
```
! wB97M-V def2-TZVPD RIJCOSX def2/J DEFGRID3
* xyz -1 1
Te -0.56 -0.22 -0.40
Ga 2.33 1.43 -2.00
S 2.30 -1.47 -4.06
F -3.23 -2.00 3.14
O 3.12 -0.12 0.59
O 1.64 3.23 -1.45
N 2.52 -2.96 -1.87
N 0.01 3.07 0.62
N 0.04 4.22 -0.11
C 1.41 0.40 4.56
C 3.07 -4.08 -3.88
C -0.45 -3.54 -0.63
C -1.62 1.12 2.39
C -2.15 -1.65 -0.57
C -1.87 -3.03 -0.56
C -4.24 -3.53 -0.42
C 2.64 -4.12 -1.19
C 3.25 -5.24 -3.19
C 0.86 1.76 2.39
C -1.08 -1.64 2.31
C 0.09 6.55 -1.65
C 2.21 6.88 -3.41
C 3.04 -0.64 2.91
C -0.08 -0.69 1.77
C 0.87 4.22 -1.09
C 2.36 1.57 2.05
C 0.48 1.20 3.73
C -0.19 0.68 2.43
C 0.27 7.75 -2.31
C 0.53 3.07 1.76
C -4.50 -2.17 -0.49
C 2.99 -5.28 -1.80
C 2.65 -2.88 -3.23
C 1.33 7.93 -3.18
C -3.48 -1.22 -0.58
C 2.03 5.67 -2.76
C 2.86 0.17 1.81
C -5.36 -4.52 -0.27
C -2.91 -3.94 -0.48
C 0.98 5.49 -1.86
C -3.88 0.23 -0.73
C -2.27 -1.17 2.68
C -2.60 0.23 2.61
C 2.47 -0.37 4.20
H 2.91 2.01 2.89
H 1.00 3.97 2.18
H 0.09 -3.28 0.29
H -3.99 0.47 -1.79
H -0.19 1.81 4.33
H -5.53 -1.83 -0.47
H -1.83 2.18 2.37
H 3.62 -1.55 2.81
H -6.16 -4.31 -0.97
H 3.07 -6.20 -1.23
H 2.43 -4.07 -0.13
H -0.72 6.39 -0.96
H 1.48 8.88 -3.67
H -3.63 0.54 2.73
H -4.84 0.41 -0.24
H 0.92 -1.09 1.76
H 2.51 -2.08 -1.34
H -0.86 -2.69 2.37
H -0.42 8.57 -2.13
H 2.59 2.14 1.15
H 2.93 -0.93 5.01
H 3.58 -6.14 -3.69
H 3.23 -4.03 -4.95
H -2.69 -5.00 -0.45
H -5.78 -4.46 0.74
H 1.15 0.40 5.61
H -0.44 -4.62 -0.73
H 0.09 -3.09 -1.46
H 2.71 4.84 -2.93
H -5.01 -5.54 -0.43
H -3.13 0.90 -0.31
H 3.04 7.01 -4.10
*
```

***

Entry 4:
A cluster of 9 separate species, C50H78N4O12S2 in total in a non-equilibrium geometry, computed with ωB97M-V/def2-TZVPD.

gap between HOMO and LUMO = 9.008 eV
highest occupied orbital energy = -10.03 eV
energy above the lowest of the compared OMol25 structures with the same formula, charge and spin = 0.676 eV

The geometry in ORCA input format:
```
! wB97M-V def2-TZVPD RIJCOSX def2/J DEFGRID3
* xyz 0 1
S 4.62 -3.87 2.63
S 3.93 1.38 -4.13
O -0.04 -7.55 -1.22
O 2.43 -2.25 -2.64
O 2.26 8.51 -4.03
O -0.71 2.22 -0.18
O 3.27 -3.78 -3.89
O 0.40 -5.47 -0.91
O 5.31 -3.73 3.90
O 0.62 7.53 -5.02
O 5.03 2.30 -4.07
O 3.95 0.10 -4.81
O 5.36 -4.05 1.41
O -2.00 1.95 1.52
N 0.75 -6.63 -1.03
N 3.36 -2.88 -3.10
N 1.33 7.74 -4.07
N -1.23 1.54 0.69
C -3.63 -1.42 -3.34
C -7.36 2.61 0.70
C 0.58 5.22 -0.76
C 5.79 -2.80 -3.31
C 7.06 -2.65 -2.76
C 3.11 -5.93 -0.90
C 3.91 -8.57 -1.41
C 2.51 2.36 -4.75
C -4.82 -1.96 -1.10
C 1.93 -3.95 2.81
C 3.67 -2.32 2.65
C -0.45 5.52 -1.63
C 2.58 5.21 5.00
C 2.57 -8.24 -1.30
C -0.28 -0.36 -0.51
C 3.26 1.19 -2.43
C 1.83 5.77 -0.95
C -6.43 0.56 1.88
C 2.28 -2.66 2.08
C -0.49 5.21 4.09
C -4.97 -2.93 0.09
C 4.67 -2.55 -2.54
C -3.66 -2.26 -2.05
C 2.09 6.65 -1.97
C -2.26 5.55 2.25
C 4.44 -6.27 -0.97
C 4.85 -7.60 -1.16
C 3.15 -4.94 2.72
C -0.52 -2.62 0.21
C 2.03 2.12 -2.32
C 7.16 -2.32 -1.41
C 1.97 5.56 3.63
C -5.24 -0.15 2.50
C 1.10 6.93 -2.88
C -0.19 6.36 -2.72
C -6.09 1.87 1.14
C -4.84 -1.60 -4.25
C -1.84 4.76 3.53
C 0.05 -1.70 -0.65
C -1.31 -2.17 1.28
C 4.77 -2.28 -1.18
C 2.16 -6.96 -0.95
C -1.54 -0.83 1.48
C -4.51 0.65 3.61
C -5.51 -4.29 -0.36
C 6.02 -2.07 -0.65
C -1.01 0.09 0.55
C 2.03 3.11 -3.50
C 0.69 4.87 3.18
C -5.37 1.18 4.75
H 2.79 -4.90 -0.94
H -2.02 6.62 2.30
H -6.02 1.88 4.21
H -5.79 -1.77 -1.56
H -2.70 -1.80 -3.78
H 0.57 4.40 -0.05
H 1.54 -1.88 2.26
H -5.57 -1.04 3.04
H 0.58 -2.08 -1.51
H -4.59 -0.95 -0.73
H -4.64 -1.30 -5.28
H 3.92 -2.27 -0.51
H 1.90 5.16 5.85
H -1.44 5.14 -1.42
H -6.08 0.56 5.28
H 5.74 -3.15 -4.34
H -5.11 -2.66 -4.33
H 2.79 3.05 -5.53
H 1.10 1.56 -2.43
H -4.81 -4.77 -1.05
H -2.20 -0.47 2.26
H 3.00 0.13 -2.34
H 3.42 5.86 5.25
H -5.51 2.47 1.85
H 1.67 6.61 3.61
H 4.18 -9.61 -1.49
H -1.70 -2.94 1.93
H 4.22 -1.47 2.24
H 2.07 2.51 -1.31
H 3.46 -2.05 3.69
H -7.26 3.69 0.58
H 1.79 -8.98 -1.40
H -3.80 -3.30 -2.36
H 3.10 4.26 4.82
H 3.28 -5.65 3.53
H -0.53 6.31 4.15
H -4.56 -0.48 1.71
H -0.99 6.70 -3.36
H 3.23 -5.40 1.73
H 1.07 -4.53 2.48
H 1.83 1.56 -5.05
H -7.78 2.24 -0.24
H -1.75 3.74 3.15
H 0.75 3.77 3.11
H -5.43 1.78 0.27
H 2.60 3.99 -3.22
H -0.26 -3.67 0.20
H 5.91 -7.77 -1.02
H -7.15 0.79 2.68
H 5.12 -5.56 -0.52
H 1.73 -3.68 3.85
H -4.01 1.51 3.14
H -0.35 4.82 5.10
H -5.57 -2.40 0.83
H 1.03 3.55 -3.60
H -4.81 1.91 5.35
H -1.70 5.13 1.41
H 7.93 -2.75 -3.39
H -6.43 -4.07 -0.90
H -2.59 4.98 4.29
H -5.63 -5.02 0.44
H 8.16 -2.24 -1.02
H -3.32 -0.39 -3.17
H 6.18 -1.77 0.37
H 3.08 7.07 -2.14
H -2.71 -2.08 -1.55
H 4.10 1.44 -1.78
H 2.79 5.59 2.89
H -3.99 -3.11 0.54
H -0.03 0.29 -1.33
H -7.00 -0.12 1.25
H -5.70 -1.03 -3.90
H -3.32 5.47 2.04
H 0.51 5.28 2.18
H 2.35 -2.80 1.00
H -3.65 0.10 4.01
H -8.12 2.45 1.47
H 2.63 5.52 -0.25
*
```